(1)
Here is a structure of composition C30H53BCl51INO9P3Si2 from OMol25. Energies are from ωB97M-V/def2-TZVPD.

XYZ file:
```
151
C30H53BCl51INO9P3Si2 ωB97M-V/def2-TZVPD
C -2.708 -3.643 5.115
C -3.172 -3.167 3.685
O -3.171 -1.734 3.714
C -2.190 -1.224 2.810
C -2.337 0.306 2.534
Si -0.759 1.328 2.645
O 0.469 0.673 3.635
B 0.066 0.364 4.940
O -0.385 1.273 5.925
O 0.185 -1.004 5.332
O -0.041 1.769 1.159
Si -0.215 0.671 -0.134
C 1.035 1.271 -1.483
N 0.864 0.499 -2.749
C 0.233 -1.143 0.249
C 1.766 -1.521 0.015
P 2.348 -2.746 1.321
O 3.869 -2.735 1.255
O 1.736 -2.357 2.811
C 2.749 -2.043 3.795
C 3.465 -0.685 3.574
O 1.895 -4.326 0.933
C 0.826 -4.383 -0.018
C 0.577 -5.913 -0.323
P -2.178 0.854 -1.223
O -3.056 2.088 -0.425
I -3.432 -1.258 -1.062
P -1.388 3.267 3.581
C -1.663 4.391 2.073
C 0.066 4.047 4.478
H -1.603 -3.571 5.197
H -3.201 -2.960 5.836
H -3.042 -4.692 5.262
H -2.502 -3.577 2.904
H -4.194 -3.566 3.500
H -2.334 -1.754 1.834
H -1.174 -1.537 3.159
H -3.025 0.701 3.323
H -2.905 0.416 1.589
H -1.346 1.335 5.909
H -0.541 -1.134 5.951
H 0.710 2.316 -1.725
H 2.079 1.313 -1.127
H 1.644 -0.136 -2.899
H 0.039 -0.097 -2.716
H 0.023 -1.472 1.288
H -0.329 -1.819 -0.439
H 1.927 -1.987 -0.969
H 2.442 -0.654 0.113
H 2.208 -1.956 4.763
H 3.441 -2.906 3.846
H 3.893 -0.373 4.555
H 2.791 0.105 3.192
H 4.320 -0.803 2.884
H -0.133 -3.996 0.391
H 1.081 -3.932 -0.999
H -0.495 -6.147 -0.467
H 1.108 -6.201 -1.259
H 1.005 -6.547 0.477
H -3.030 2.852 -1.016
H -0.770 5.047 1.997
H -2.550 5.040 2.191
H -1.694 3.815 1.127
H 1.005 3.460 4.451
H 0.215 5.099 4.148
H -0.228 4.124 5.548
C 4.490 -1.654 -4.321
Cl 3.157 -2.368 -3.403
Cl 4.479 -2.252 -5.983
Cl 4.397 0.108 -4.304
H 5.422 -1.955 -3.856
C -4.858 5.026 -2.747
Cl -6.258 5.064 -1.670
Cl -3.359 5.052 -1.807
Cl -4.913 3.600 -3.788
H -4.883 5.909 -3.375
C -0.388 -4.281 -4.231
Cl -0.566 -3.572 -5.837
Cl -0.535 -3.034 -2.984
Cl -1.587 -5.555 -3.973
H 0.601 -4.723 -4.159
C 4.033 -5.747 -7.253
Cl 2.379 -5.351 -6.779
Cl 5.095 -5.798 -5.841
Cl 4.084 -7.285 -8.126
H 4.385 -4.966 -7.919
C 0.099 -8.701 -5.381
Cl 0.434 -8.609 -7.113
Cl 0.270 -10.361 -4.801
Cl 1.165 -7.615 -4.482
H -0.925 -8.385 -5.215
C 1.980 1.085 -7.590
Cl 3.744 1.225 -7.629
Cl 1.464 -0.416 -8.370
Cl 1.380 1.158 -5.930
H 1.561 1.918 -8.142
C -6.474 0.682 2.890
Cl -5.377 1.549 1.812
Cl -6.763 1.614 4.363
Cl -8.001 0.328 2.070
H -6.008 -0.258 3.165
C 5.257 1.586 0.288
Cl 3.606 1.989 0.787
Cl 6.332 1.570 1.701
Cl 5.295 0.042 -0.568
H 5.604 2.357 -0.390
C 2.233 6.921 1.136
Cl 2.251 5.153 1.076
Cl 0.890 7.511 2.123
Cl 3.770 7.536 1.753
H 2.099 7.293 0.127
C -10.053 4.291 -0.829
Cl -10.907 5.590 -1.674
Cl -8.803 4.953 0.230
Cl -11.186 3.296 0.091
H -9.572 3.662 -1.570
C -6.422 5.372 6.445
Cl -6.547 3.851 7.340
Cl -4.742 5.699 6.012
Cl -7.444 5.333 5.004
H -6.769 6.172 7.088
C 4.554 -4.247 -11.095
Cl 5.645 -3.370 -12.173
Cl 4.269 -3.323 -9.613
Cl 3.027 -4.604 -11.906
H 5.024 -5.186 -10.825
C -9.085 7.059 -5.005
Cl -7.713 6.937 -3.898
Cl -9.124 8.646 -5.782
Cl -9.024 5.773 -6.216
H -9.996 6.940 -4.429
C 7.390 3.065 -4.704
Cl 8.469 3.969 -5.772
Cl 7.083 3.973 -3.217
Cl 5.873 2.685 -5.525
H 7.876 2.133 -4.438
C 2.344 -4.411 7.165
Cl 1.718 -4.935 5.598
Cl 2.557 -5.793 8.247
Cl 3.867 -3.535 6.969
H 1.621 -3.738 7.612
C 8.706 -2.461 0.486
Cl 7.830 -1.110 1.209
Cl 8.261 -2.651 -1.217
Cl 10.452 -2.236 0.649
H 8.429 -3.367 1.013
C -1.759 5.030 8.779
Cl -2.448 3.898 7.609
Cl -0.333 5.831 8.110
Cl -2.964 6.224 9.278
H -1.454 4.470 9.655
```

Results
Multiplicity ... 1
Frontier orbital gap ... 7.6 eV
E_HOMO ... -7.97 eV

=====

(2)
Here is a cluster of 3 separate species, C30H53F2N3O14PS2Si in total from OMol25. Energies are from ωB97M-V/def2-TZVPD.

XYZ file:
```
106
C30H53F2N3O14PS2Si ωB97M-V/def2-TZVPD
C 0.734 -3.513 0.542
C -0.063 -2.140 1.076
O 0.441 -0.901 0.524
N -0.292 -0.344 -0.450
P -0.973 -1.436 -1.665
O -2.316 -2.170 -1.291
C 0.770 0.478 -1.222
N 1.645 -0.442 -2.100
C 0.158 1.609 -2.217
C 1.356 2.536 -2.928
F 0.600 3.664 -3.591
F 2.049 1.829 -4.041
C 2.362 3.248 -1.851
C 3.891 3.109 -2.460
Si 5.233 4.090 -1.486
C 6.944 3.199 -1.851
C 5.475 5.919 -2.142
C 4.895 4.039 0.421
C 4.690 5.464 1.230
C 4.356 5.380 2.833
C 4.241 3.878 3.557
C 4.501 2.456 2.722
C 4.835 2.541 1.118
O -0.665 2.555 -1.457
C -1.787 1.849 -0.752
O -2.388 2.944 0.084
C -2.988 1.404 -1.795
C -4.333 2.349 -1.722
C -5.403 1.694 -2.827
C -6.907 2.163 -2.364
O -7.840 2.351 -3.498
C -9.203 2.680 -3.014
C -9.504 3.782 -1.792
O -10.328 2.138 -3.557
C -1.253 0.615 0.216
N -2.474 0.001 0.843
C -2.590 0.228 2.182
C -1.511 -0.101 3.366
C -4.050 0.864 2.694
H 1.105 -4.167 1.462
H 1.612 -3.176 -0.169
H -0.011 -4.150 -0.139
H -1.221 -2.304 1.061
H 0.215 -2.115 2.241
H -1.212 -0.819 -2.977
H 0.001 -2.500 -1.948
H 1.494 0.883 -0.389
H 1.921 -1.303 -1.581
H 2.541 0.103 -2.213
H -0.485 1.222 -3.113
H 2.130 4.419 -1.841
H 2.249 2.894 -0.742
H 3.873 3.567 -3.559
H 4.248 1.994 -2.514
H 7.570 3.072 -0.863
H 6.753 2.157 -2.380
H 7.532 3.871 -2.624
H 6.372 6.454 -1.578
H 4.486 6.552 -2.103
H 5.812 5.869 -3.280
H 4.786 6.483 0.642
H 4.173 6.369 3.436
H 3.969 3.808 4.694
H 4.429 1.396 3.221
H 5.028 1.586 0.454
H -3.045 2.568 0.736
H -3.367 0.285 -1.623
H -2.646 1.424 -2.938
H -4.866 2.215 -0.665
H -4.090 3.466 -1.970
H -5.154 2.033 -3.920
H -5.365 0.504 -2.815
H -7.417 1.412 -1.626
H -6.770 3.223 -1.831
H -8.688 4.654 -1.787
H -10.552 4.285 -1.949
H -9.438 3.285 -0.719
H -0.615 1.165 1.063
H -1.373 -1.273 3.538
H -1.938 0.319 4.398
H -0.487 0.439 3.196
H -4.917 0.666 1.900
H -3.994 2.011 2.918
H -4.420 0.303 3.681
C -2.763 -7.699 0.239
C -1.331 -7.986 -0.204
O -0.519 -7.099 0.562
S -1.219 -6.863 2.016
O -0.595 -7.755 2.968
O -1.346 -5.441 2.237
O -2.688 -7.464 1.644
H -3.149 -6.792 -0.238
H -3.436 -8.535 0.027
H -1.184 -7.816 -1.274
H -1.039 -9.011 0.045
C 4.272 -6.763 3.858
C 3.959 -5.415 4.502
O 4.550 -4.444 3.640
S 4.497 -4.996 2.106
O 3.344 -4.412 1.456
O 5.829 -4.932 1.552
O 4.152 -6.551 2.452
H 5.300 -7.072 4.070
H 3.583 -7.546 4.185
H 4.366 -5.332 5.512
H 2.880 -5.231 4.528
```

Results
Charge ... +1
Multiplicity ... 1
Frontier orbital gap ... 7.4 eV
E_HOMO ... -10.49 eV

=====

(3)
Here is a structure of composition C30H53KN4O2SSi from OMol25. Energies are from ωB97M-V/def2-TZVPD.

XYZ file:
```
92
C30H53KN4O2SSi ωB97M-V/def2-TZVPD
K -1.215 -1.452 0.783
C 4.169 0.844 -1.129
C 4.495 0.890 0.370
C 3.998 2.216 0.946
C 3.921 -0.321 1.102
C 3.898 -1.577 0.496
C 3.323 -2.672 1.126
C 2.750 -2.557 2.388
C 2.070 -3.726 3.048
C 2.793 -1.315 3.007
C 3.372 -0.221 2.380
H 4.427 1.794 -1.605
H 3.099 0.673 -1.274
H 4.709 0.050 -1.647
H 5.587 0.867 0.477
H 2.906 2.270 0.903
H 4.400 3.050 0.365
H 4.301 2.359 1.984
H 4.298 -1.711 -0.502
H 3.281 -3.622 0.604
H 1.190 -3.383 3.598
H 2.736 -4.231 3.754
H 1.748 -4.457 2.303
H 2.323 -1.183 3.973
H 3.348 0.731 2.894
N -2.508 -0.655 -2.001
C -3.978 -0.706 -1.993
C -4.559 -0.083 -0.716
C -4.665 -1.133 0.406
O -5.807 -1.552 0.669
O -3.560 -1.480 0.909
H -2.179 0.299 -2.105
H -2.113 -1.213 -2.748
H -4.267 -1.758 -2.030
H -4.414 -0.225 -2.877
H -5.553 0.319 -0.911
H -3.900 0.732 -0.390
C 0.681 -3.178 -3.526
Si 0.414 -3.705 -1.663
C 1.728 -5.133 -1.617
C -1.190 -4.769 -1.922
H 0.753 -4.039 -4.211
H 1.597 -2.582 -3.637
H -0.156 -2.555 -3.873
H 1.556 -5.893 -2.396
H 1.726 -5.642 -0.646
H 2.737 -4.726 -1.764
H -1.095 -5.523 -2.722
H -2.035 -4.115 -2.175
H -1.468 -5.289 -0.998
C 0.320 4.087 2.416
N -0.533 3.079 3.004
C -1.664 2.803 2.134
C 0.227 1.851 3.271
C -0.547 0.777 4.016
C -1.275 1.155 5.151
C -1.994 0.205 5.867
C -1.966 -1.120 5.439
C -1.234 -1.458 4.302
C -0.494 -0.542 3.520
H -0.236 5.022 2.288
H 0.712 3.790 1.426
H 1.172 4.283 3.073
H -2.283 3.700 2.032
H -2.272 2.003 2.557
H -1.338 2.490 1.126
H 1.113 2.150 3.847
H 0.587 1.398 2.332
H -1.304 2.201 5.452
H -2.582 0.496 6.732
H -2.525 -1.878 5.984
H -1.253 -2.510 4.004
C 0.639 0.396 -3.645
N -0.433 1.390 -3.667
C -1.412 1.159 -4.721
C -0.546 2.327 -2.726
S 0.496 2.519 -1.455
N -1.680 3.189 -2.903
C -1.280 4.442 -3.533
C -2.421 3.430 -1.663
H 1.127 0.372 -4.621
H 0.229 -0.590 -3.430
H 1.365 0.644 -2.882
H -1.747 0.121 -4.674
H -0.953 1.326 -5.698
H -2.259 1.821 -4.598
H -0.790 4.242 -4.488
H -0.588 5.010 -2.897
H -2.172 5.041 -3.721
H -2.741 2.486 -1.225
H -3.310 4.011 -1.913
H -1.826 3.969 -0.919
```

Results
Charge ... -2
ΔE to the lowest compared entry with this formula, charge and spin ... 4.3 kcal/mol
Multiplicity ... 1
Frontier orbital gap ... 4.5 eV
E_HOMO ... -0.68 eV

=====

(4)
Here is a structure of composition C30H53NP2W from OMol25. Energies are from ωB97M-V/def2-TZVPD.

XYZ file:
```
87
C30H53NP2W ωB97M-V/def2-TZVPD
W -1.543 0.567 -2.033
C -2.591 1.719 -0.424
C -3.607 1.057 -1.234
C -2.519 -0.571 0.053
C -1.899 0.684 0.348
C -3.489 -0.372 -0.979
C -2.254 3.164 -0.386
H -2.489 3.623 -1.350
H -1.191 3.315 -0.180
H -2.838 3.653 0.396
C -0.769 0.873 1.331
H 0.059 1.477 0.884
H -0.311 -0.089 1.626
H -1.096 1.391 2.253
C -2.186 -1.860 0.730
H -3.085 -2.307 1.179
H -1.470 -1.694 1.543
H -1.743 -2.598 0.050
C -4.199 -1.483 -1.686
H -4.469 -1.227 -2.711
H -5.115 -1.778 -1.135
H -3.546 -2.367 -1.690
C -4.442 1.655 -2.328
H -5.390 2.093 -1.972
H -4.694 0.895 -3.082
H -3.891 2.439 -2.863
C 0.371 1.091 -2.224
C -0.531 2.046 -2.907
C -0.773 2.063 -4.422
C -1.656 0.917 -4.978
C -2.078 -0.084 -3.905
C -1.172 -1.005 -3.204
C 0.286 -1.174 -3.528
C 1.146 -0.032 -2.911
H 0.199 2.103 -4.938
H -1.190 0.444 -5.868
H -1.254 3.033 -4.667
H 1.791 0.423 -3.688
H 0.858 1.501 -1.325
H -0.673 3.007 -2.415
H 1.830 -0.494 -2.173
H 0.586 -2.152 -3.114
H -1.614 -1.962 -2.897
H 0.493 -1.273 -4.604
H -2.589 1.326 -5.419
H -3.055 -0.517 -4.150
P 2.164 2.113 1.047
C 2.368 2.848 2.754
H 3.381 3.248 2.882
H 2.194 2.102 3.537
H 1.656 3.668 2.924
C 3.990 1.875 0.813
H 4.502 2.834 0.972
H 4.204 1.519 -0.203
H 4.381 1.126 1.518
C 1.933 3.751 0.241
H 1.506 3.578 -0.755
H 2.890 4.287 0.169
H 1.217 4.345 0.836
P 1.201 -3.000 0.058
C 0.308 -4.456 -0.690
H 1.047 -5.088 -1.176
H -0.421 -4.120 -1.438
H -0.243 -4.986 0.089
C 2.884 -3.200 -0.649
H 2.799 -3.221 -1.745
H 3.343 -4.122 -0.283
H 3.510 -2.329 -0.408
C 1.318 -3.464 1.833
H 0.483 -4.115 2.112
H 1.188 -2.526 2.398
H 2.276 -3.905 2.129
C 3.603 -1.051 3.005
C 2.537 -0.834 4.002
C 2.728 -0.721 5.414
C 1.448 -0.533 5.967
C 0.531 -0.542 4.860
C -0.928 -0.371 4.956
N 1.209 -0.739 3.694
H 3.264 -0.768 1.998
H 3.920 -2.107 2.983
H 4.483 -0.450 3.272
H 3.694 -0.789 5.900
H 1.155 -0.402 7.004
H -1.171 0.591 5.427
H -1.392 -0.409 3.964
H -1.366 -1.160 5.585
```

Results
Charge ... +2
ΔE to the lowest compared entry with this formula, charge and spin ... 24.2 kcal/mol
Multiplicity ... 3
Frontier orbital gap (spin up / spin down) ... 6.3 / 3.6 eV
<S²> ... 2.02
E_HOMO (spin up / spin down) ... -13.05 / -13.05 eV

=====

Number 1: DFT total energy -742938.40189 eV. Number 2: DFT total energy -109346.97142 eV. Number 3: DFT total energy -77062.95847 eV. Number 4: DFT total energy -53842.45480 eV.